C29H35IrN5O2PS3 as an isolated structure, computed with ωB97M-V/def2-TZVPD.

Values from the calculation:
E_HOMO (alpha / beta): -10.1 / -10.1 eV
E_LUMO (alpha / beta): -0.0847 / -0.1227 hartree
HOMO-LUMO gap (alpha / beta): 0.28467 / 0.24737 hartree
Max |F|: 0.0120 Eh/bohr
Expectation value of S²: 0.76
Energy above the lowest of the compared OMol25 structures with the same formula, charge and spin: 44.9 kcal per mole

Geometry as ORCA input:
```
! wB97M-V def2-TZVPD RIJCOSX def2/J DEFGRID3
* xyz 1 2
Ir -0.513 -0.575 0.703
S 0.343 -4.190 3.248
C -1.316 -3.807 3.363
C -1.662 -2.729 2.613
C -0.552 -2.179 1.909
C 0.604 -2.880 2.168
C 1.851 -2.547 1.532
C 3.073 -3.179 1.771
C 4.172 -2.804 1.031
C 4.032 -1.820 0.060
C 2.796 -1.228 -0.099
N 1.727 -1.558 0.628
H -1.961 -4.405 3.987
H -2.665 -2.340 2.567
H 3.141 -3.958 2.519
H 5.131 -3.276 1.200
H 4.863 -1.507 -0.556
H 2.669 -0.451 -0.839
S -2.477 -1.128 -0.212
N 0.164 -0.333 -1.219
S -0.442 -0.810 -2.632
C 0.980 -1.320 -3.568
C 1.977 -0.416 -3.917
C 3.100 -0.883 -4.577
C 3.214 -2.234 -4.888
C 2.209 -3.123 -4.544
C 1.081 -2.668 -3.873
C -0.981 0.612 -3.557
C -1.831 0.366 -4.626
C -2.260 1.435 -5.396
C -1.847 2.725 -5.086
C -1.003 2.952 -4.009
C -0.565 1.891 -3.229
H 0.922 0.331 -1.316
H 1.871 0.641 -3.701
H 3.882 -0.192 -4.862
H 4.092 -2.592 -5.409
H 2.298 -4.172 -4.794
H 0.292 -3.353 -3.589
H -2.155 -0.642 -4.855
H -2.922 1.262 -6.233
H -2.191 3.557 -5.685
H -0.686 3.959 -3.769
H 0.078 2.072 -2.376
N -0.484 2.281 3.882
C -1.974 2.245 3.848
P -2.438 0.483 3.538
O -2.264 -0.265 4.800
O -1.601 0.096 2.326
C -4.177 0.558 3.047
N -4.603 -0.801 2.716
H -0.127 1.768 4.687
H -0.114 3.231 3.873
H -0.132 1.833 3.005
H -2.273 2.920 3.050
H -2.355 2.584 4.808
H -4.280 1.201 2.169
H -4.730 1.009 3.880
H -5.576 -0.813 2.436
H -4.518 -1.397 3.533
H -3.319 -1.037 0.843
C 2.602 0.607 2.333
C 1.740 1.574 1.578
C 1.973 2.918 1.396
C 0.817 3.463 0.775
C -0.083 2.436 0.614
C -1.489 2.544 0.102
N 0.464 1.270 1.120
H 3.131 1.142 3.124
H 3.363 0.119 1.724
H 2.012 -0.184 2.804
H 2.862 3.449 1.702
H 0.646 4.494 0.504
H -1.597 3.491 -0.427
H -2.231 2.534 0.906
H -1.775 1.741 -0.578
*
```